Record 1
Formula: C17H32NOOsP
Source: OMol25
Level of theory: wB97M-V/def2-TZVPD

Max |F| ... 6.7 eV/Å
Lowest unoccupied orbital energy (spin up / spin down) ... -7.0 / -9.1 eV
Energy above the lowest of the compared OMol25 structures with the same formula, charge and spin ... 26.6 kJ/mol
Total charge ... +2
<S²> ... 6.0237
Spin multiplicity ... 5
Molecular weight ... 487.65 g/mol
E ... -33420.76608 eV

Each line ends with the Löwdin spin population.
CARTESIAN COORDINATES (ANGSTROEM)
1 C 0.770 -4.353 -1.574  -0.0019
2 C 1.700 -3.343 -1.437  0.0098
3 C 1.385 -2.061 -0.955  0.0043
4 C 0.040 -1.789 -0.532  0.0218
5 C -0.890 -2.819 -0.750  0.0071
6 C -0.537 -4.096 -1.200  0.0073
7 C 2.543 -1.113 -0.809  0.0346
8 C 2.581 0.270 -1.572  0.0696
9 N 1.418 0.800 -2.208  0.5961
10 Os -0.877 -0.229 0.747  2.2274
11 C -2.357 -2.552 -0.493  0.0720
12 P -2.502 -0.659 -0.600  0.1072
13 H 2.745 -3.567 -1.732  0.0008
14 H -1.311 -4.873 -1.287  0.0008
15 H 1.039 -5.339 -1.974  -0.0002
16 H -2.690 -2.882 0.508  0.0037
17 H -2.979 -3.053 -1.252  0.0091
18 H 2.688 -0.935 0.273  0.0028
19 H 3.443 -1.642 -1.150  -0.0002
20 H 2.860 0.980 -0.774  0.0007
21 C -3.996 -0.281 0.358  0.0425
22 C -3.032 -0.446 -2.372  0.0028
23 H 3.386 0.223 -2.358  0.0428
24 C 0.831 0.105 -3.314  0.0630
25 C 1.061 2.164 -1.998  0.0668
26 H -1.916 0.604 1.905  0.0095
27 H 1.336 0.361 -4.257  0.0349
28 H 0.831 -0.984 -3.160  0.0077
29 H -0.251 0.371 -3.393  0.0090
30 H 1.484 2.820 -2.768  0.0349
31 H -0.037 2.282 -1.953  0.0166
32 H 1.392 2.498 -0.995  0.0027
33 H -4.055 -0.861 -2.541  -0.0008
34 H -3.036 0.625 -2.614  0.0010
35 H -2.330 -0.963 -3.057  0.0007
36 H -4.827 -0.914 0.025  0.0069
37 H -3.725 -0.482 1.416  0.0062
38 H -4.202 0.783 0.213  0.0003
39 H -1.837 1.108 1.323  0.0093
40 C 0.739 0.673 3.438  0.0167
41 C 0.831 1.661 2.275  0.0345
42 C -0.259 2.737 2.371  0.0137
43 C 2.180 2.406 2.397  0.0088
44 O 0.737 0.958 1.046  0.3833
45 H 0.720 1.229 4.382  0.0019
46 H 1.628 0.020 3.435  0.0000
47 H -0.157 0.051 3.353  0.0069
48 H -0.129 3.341 3.285  -0.0001
49 H -0.205 3.383 1.502  -0.0002
50 H -1.263 2.316 2.470  0.0034
51 H 3.024 1.731 2.379  0.0001
52 H 2.283 3.132 1.548  0.0000
53 H 2.203 2.984 3.321  0.0017

=====

Record 2
Formula: C17H33AsF5N4O3P2RbS4Sb
Source: OMol25
Level of theory: wB97M-V/def2-TZVPD

Max |F| ... 0.9 eV/Å
Lowest unoccupied orbital energy (spin up / spin down) ... 3.8 / 3.1 eV
Energy above the lowest of the compared OMol25 structures with the same formula, charge and spin ... 2.2 kJ/mol
Total charge ... -2
<S²> ... 0.7611
Spin multiplicity ... 2
Molecular weight ... 908.83 g/mol
E ... -173812.99610 eV

Each line ends with the Löwdin spin population.
CARTESIAN COORDINATES (ANGSTROEM)
1 Rb 0.306 -0.260 -0.169  0.0145
2 F -2.828 0.786 5.979  0.0000
3 C -2.823 1.511 4.841  0.0000
4 C -2.072 1.115 3.752  0.0000
5 F -1.328 -0.002 3.832  0.0001
6 C -2.080 1.866 2.591  0.0000
7 F -1.294 1.410 1.594  0.0001
8 C -2.810 3.053 2.434  0.0000
9 S -2.775 4.007 0.996  0.0001
10 C -3.558 3.408 3.571  0.0000
11 F -4.305 4.525 3.562  0.0000
12 C -3.570 2.670 4.737  0.0000
13 F -4.307 3.072 5.793  0.0000
14 C 2.811 -2.521 2.821  0.0000
15 N 3.228 -1.194 2.422  0.0000
16 C 2.707 -0.137 3.262  0.0000
17 P 3.576 -0.868 0.799  0.0000
18 O 2.763 0.314 0.353  0.0001
19 O 3.510 -2.155 0.041  0.0001
20 P 1.247 -3.670 -1.888  0.0100
21 O 0.506 -2.571 -1.244  0.0039
22 N 2.539 -3.143 -2.788  0.0033
23 C 3.025 -4.003 -3.852  0.0013
24 C 2.549 -1.731 -3.162  0.0009
25 N 1.852 -4.779 -0.829  0.0082
26 C 3.226 -5.221 -0.783  0.0006
27 C 0.880 -5.627 -0.159  0.0006
28 N 5.201 -0.322 0.873  0.0000
29 C 6.145 -1.321 1.332  0.0000
30 C 5.649 0.319 -0.349  0.0000
31 H 3.215 -2.767 3.812  0.0000
32 H 3.162 -3.245 2.090  0.0000
33 H 1.716 -2.607 2.881  0.0000
34 H 3.052 -0.265 4.295  0.0000
35 H 1.608 -0.123 3.281  0.0000
36 H 3.049 0.831 2.899  0.0000
37 H 2.989 -5.050 -3.549  0.0007
38 H 4.066 -3.749 -4.072  0.0000
39 H 2.427 -3.898 -4.766  0.0002
40 H 2.383 -1.082 -2.305  0.0001
41 H 1.794 -1.508 -3.927  0.0006
42 H 3.541 -1.503 -3.558  0.0001
43 H 3.875 -4.407 -1.095  0.0001
44 H 3.400 -6.118 -1.396  0.0002
45 H 3.478 -5.465 0.253  0.0002
46 H -0.105 -5.158 -0.175  0.0013
47 H 1.183 -5.764 0.882  0.0001
48 H 0.795 -6.609 -0.642  0.0005
49 H 5.789 -1.763 2.262  0.0000
50 H 7.116 -0.851 1.523  0.0000
51 H 6.288 -2.129 0.597  0.0000
52 H 4.900 1.040 -0.673  0.0000
53 H 5.817 -0.402 -1.165  0.0000
54 H 6.590 0.850 -0.167  0.0000
55 S -0.062 -4.680 -3.185  0.0730
56 Sb -2.097 -3.277 -2.766  0.3440
57 S -1.685 -1.138 -3.396  0.2515
58 S -2.796 -3.832 -0.683  0.2837
59 C 0.822 4.800 -0.590  0.0000
60 As 1.262 3.160 0.407  0.0000
61 C 3.211 3.418 0.410  0.0000
62 C 0.929 3.931 2.184  0.0000
63 H 1.365 5.657 -0.187  0.0000
64 H -0.251 4.968 -0.490  0.0000
65 H 1.071 4.675 -1.644  0.0000
66 H 3.459 4.439 0.708  0.0000
67 H 3.600 3.218 -0.589  0.0000
68 H 3.666 2.696 1.085  0.0000
69 H 1.519 4.840 2.319  0.0000
70 H 1.195 3.210 2.959  0.0000
71 H -0.134 4.163 2.253  0.0000

=====

Record 3
Formula: C17H33BrCl2N3O22PS6
Source: OMol25
Level of theory: wB97M-V/def2-TZVPD

Max |F| ... 2.2 eV/Å
Lowest unoccupied orbital energy ... 0.3 eV
Total charge ... 0
Molecular weight ... 1005.64 g/mol
E ... -237061.22633 eV
SMILES ... C/C(Cl)=C(/Cl)[C@@](CC(N)(N)N)(OC(=O)Br)[PH2]=S.O=S1(=O)OCCO1.O=S1(=O)OCCO1.O=S1(=O)OCCO1.O=S1(=O)OCCO1.O=S1(=O)OCCO1

Each line ends with the Löwdin charge.
CARTESIAN COORDINATES (ANGSTROEM)
1 C 4.392 -1.346 -0.219  -0.1319
2 C 3.775 -1.423 1.148  -0.6980
3 Cl 4.088 -0.084 2.195  0.7258
4 C 3.020 -2.446 1.549  -0.6007
5 Cl 2.321 -2.336 3.173  0.7089
6 C 2.581 -3.710 0.852  -0.5418
7 C 3.101 -4.927 1.697  -0.1419
8 C 4.595 -4.860 2.078  -0.6408
9 N 4.865 -4.157 3.309  0.0824
10 N 4.958 -6.293 2.348  0.0532
11 N 5.478 -4.352 1.008  0.0829
12 O 1.116 -3.659 0.912  -0.1316
13 C 0.504 -4.851 0.924  -0.9012
14 O 0.357 -5.613 0.013  0.0549
15 Br -0.312 -5.322 2.643  0.7507
16 P 2.993 -4.051 -0.941  0.4685
17 S 1.866 -3.167 -2.257  0.2390
18 H 5.183 -2.080 -0.354  0.0570
19 H 4.828 -0.358 -0.350  0.0590
20 H 3.611 -1.416 -0.977  0.0360
21 H 2.552 -4.957 2.633  0.0735
22 H 2.986 -5.860 1.146  0.1008
23 H 5.809 -4.395 3.587  0.0793
24 H 4.202 -4.416 4.025  0.0745
25 H 5.957 -6.377 2.498  0.0698
26 H 4.714 -6.891 1.563  0.0639
27 H 5.731 -5.167 0.458  0.0780
28 H 6.360 -4.082 1.434  0.0873
29 H 4.336 -3.785 -1.228  -0.0221
30 H 2.871 -5.449 -1.105  -0.0002
31 C -1.319 -1.656 -3.633  -0.1647
32 C -1.729 -1.596 -2.182  -0.1614
33 O -1.811 -0.193 -1.894  -0.1876
34 S -2.285 0.596 -3.205  0.5940
35 O -3.684 0.828 -3.123  -0.2267
36 O -1.365 1.650 -3.435  -0.2217
37 O -2.030 -0.575 -4.267  -0.1826
38 H -0.250 -1.474 -3.752  0.0819
39 H -1.580 -2.603 -4.098  0.1389
40 H -1.010 -2.081 -1.526  0.1107
41 H -2.718 -2.034 -2.027  0.1325
42 C 1.042 3.672 -0.885  -0.1482
43 C 1.299 3.364 0.571  -0.1640
44 O 2.359 2.391 0.548  -0.2026
45 S 3.313 2.669 -0.709  0.5958
46 O 4.445 3.419 -0.286  -0.2252
47 O 3.446 1.449 -1.424  -0.2456
48 O 2.339 3.665 -1.496  -0.1984
49 H 0.439 2.895 -1.362  0.1250
50 H 0.563 4.638 -1.026  0.1381
51 H 0.425 2.971 1.073  0.0916
52 H 1.659 4.246 1.106  0.1373
53 C 1.575 2.099 -6.563  -0.1643
54 C 2.892 1.367 -6.709  -0.1675
55 O 3.318 1.121 -5.366  -0.1751
56 S 2.034 0.899 -4.425  0.6220
57 O 1.818 -0.498 -4.281  -0.2516
58 O 2.132 1.757 -3.308  -0.2164
59 O 0.933 1.473 -5.450  -0.1914
60 H 1.729 3.153 -6.322  0.1349
61 H 0.954 2.017 -7.452  0.1349
62 H 3.638 1.949 -7.243  0.1343
63 H 2.757 0.403 -7.206  0.1327
64 C -3.831 1.907 2.346  -0.1498
65 C -4.089 3.342 1.950  -0.1568
66 O -3.252 4.112 2.831  -0.1753
67 S -1.923 3.285 3.161  0.6208
68 O -0.882 3.724 2.294  -0.2401
69 O -1.755 3.240 4.566  -0.2062
70 O -2.424 1.858 2.639  -0.1818
71 H -4.379 1.638 3.250  0.1238
72 H -4.076 1.207 1.552  0.1384
73 H -5.132 3.630 2.066  0.0800
74 H -3.770 3.535 0.923  0.1396
75 C -9.991 3.543 3.527  -0.1578
76 C -9.556 4.845 4.163  -0.1583
77 O -8.154 4.670 4.411  -0.1768
78 S -7.523 3.740 3.273  0.6125
79 O -6.932 4.571 2.287  -0.2194
80 O -6.811 2.683 3.894  -0.2033
81 O -8.897 3.171 2.679  -0.1799
82 H -10.127 2.759 4.275  0.1354
83 H -10.902 3.648 2.944  0.1370
84 H -10.082 5.056 5.090  0.1375
85 H -9.677 5.685 3.476  0.1358

=====

Record 4
Formula: C17H33BrN5SeSi2V
Source: OMol25
Level of theory: wB97M-V/def2-TZVPD

Max |F| ... 0.6 eV/Å
Lowest unoccupied orbital energy (spin up / spin down) ... 0.2 / 0.2 eV
Total charge ... 0
<S²> ... 2.0371
Spin multiplicity ... 3
Molecular weight ... 573.47 g/mol
E ... -202453.20803 eV

Each line ends with the Löwdin spin population.
CARTESIAN COORDINATES (ANGSTROEM)
1 V -0.618 -1.092 -0.636  2.0021
2 C 3.099 -2.901 -2.029  -0.0002
3 Si 2.160 -1.291 -2.122  -0.0001
4 C 3.321 0.126 -2.550  0.0005
5 C 0.869 -1.411 -3.477  0.0026
6 N 1.287 -0.960 -0.654  -0.0210
7 C 1.837 -0.938 0.623  0.0098
8 C 3.198 -0.928 0.929  -0.0028
9 C 3.624 -0.880 2.250  0.0000
10 C 2.694 -0.834 3.281  -0.0009
11 C 1.335 -0.833 2.994  -0.0018
12 C 0.889 -0.884 1.674  0.0088
13 N -0.435 -0.843 1.252  -0.0195
14 Si -1.832 -1.047 2.267  -0.0001
15 C -1.737 -2.573 3.340  0.0000
16 C -2.114 0.456 3.356  0.0004
17 C -3.312 -1.231 1.125  0.0019
18 H 3.519 -3.157 -3.005  0.0000
19 H 2.421 -3.702 -1.726  0.0003
20 H 3.918 -2.865 -1.310  -0.0001
21 H 4.117 -0.207 -3.222  0.0001
22 H 3.794 0.548 -1.661  0.0000
23 H 2.777 0.929 -3.054  0.0000
24 H 1.358 -1.370 -4.454  0.0004
25 H 0.170 -0.569 -3.439  0.0006
26 H 0.309 -2.346 -3.417  0.0004
27 H 3.931 -0.960 0.132  0.0000
28 H 4.683 -0.880 2.473  0.0000
29 H 3.025 -0.800 4.311  -0.0001
30 H 0.617 -0.786 3.803  0.0000
31 H -0.939 -2.521 4.081  0.0000
32 H -1.566 -3.457 2.722  0.0003
33 H -2.682 -2.705 3.873  0.0001
34 H -1.288 0.620 4.051  0.0000
35 H -3.025 0.328 3.947  0.0001
36 H -2.229 1.362 2.754  0.0001
37 H -3.406 -2.259 0.771  0.0003
38 H -3.272 -0.568 0.255  0.0005
39 H -4.224 -0.972 1.669  0.0003
40 C -3.127 3.911 -1.544  -0.0003
41 N -1.812 3.834 -0.931  0.0014
42 C -1.146 4.883 -0.335  0.0004
43 C 0.022 4.392 0.124  0.0006
44 N 0.058 3.052 -0.198  0.0018
45 C 1.151 2.149 0.140  0.0011
46 C -1.069 2.709 -0.842  0.0004
47 Se -1.647 1.088 -1.592  -0.0021
48 H -3.479 4.936 -1.463  0.0000
49 H -3.814 3.239 -1.034  0.0001
50 H -3.068 3.622 -2.591  -0.0003
51 H -1.561 5.874 -0.295  0.0000
52 H 0.831 4.868 0.647  0.0001
53 H 1.946 2.734 0.594  0.0000
54 H 1.513 1.651 -0.756  0.0001
55 H 0.798 1.397 0.840  0.0007
56 Br -0.933 -3.477 -0.752  -0.0013
57 N -2.585 -1.460 -2.630  0.0131
58 H -3.532 -1.104 -2.685  0.0005
59 H -2.619 -2.423 -2.306  0.0003
60 H -2.201 -1.472 -3.569  0.0004